[1]
{
  "formula": "C34H87N5O12",
  "method": "wB97M-V/def2-TZVPD",
  "smiles": "COCCNCCOC.COCCNCCOC.COCCNCCOC.COCCNCCOC.COCCNCCOC.CC(C)O.CO",
  "total_energy_ha": -2524.030222,
  "largest_force_ev_per_a": 1.63,
  "total_charge": 0,
  "homo_lumo_gap_ev": 8.9,
  "relative_energy_ev": 0.000,
  "elements": ["C", "O", "C", "C", "N", "C", "C", "O", "C", "H", "H", "H", "H", "H", "H", "H", "H", "H", "H", "H", "H", "H", "H", "H", "C", "O", "C", "C", "N", "C", "C", "O", "C", "H", "H", "H", "H", "H", "H", "H", "H", "H", "H", "H", "H", "H", "H", "H", "C", "O", "C", "C", "N", "C", "C", "O", "C", "H", "H", "H", "H", "H", "H", "H", "H", "H", "H", "H", "H", "H", "H", "H", "C", "O", "C", "C", "N", "C", "C", "O", "C", "H", "H", "H", "H", "H", "H", "H", "H", "H", "H", "H", "H", "H", "H", "H", "C", "O", "C", "C", "N", "C", "C", "O", "C", "H", "H", "H", "H", "H", "H", "H", "H", "H", "H", "H", "H", "H", "H", "H", "C", "C", "C", "O", "H", "H", "H", "H", "H", "H", "H", "H", "C", "O", "H", "H", "H", "H"],
  "xyz": [[5.55, 4.67, -4.18], [4.48, 4.07, -3.48], [3.77, 4.95, -2.64], [2.81, 4.12, -1.81], [1.61, 3.77, -2.56], [0.66, 3.03, -1.69], [-0.40, 2.32, -2.51], [0.04, 0.98, -2.70], [-0.89, 0.22, -3.42], [6.29, 5.00, -3.44], [5.31, 5.45, -4.89], [6.04, 3.87, -4.74], [3.23, 5.74, -3.17], [4.49, 5.37, -1.92], [2.52, 4.71, -0.93], [3.37, 3.26, -1.41], [1.86, 3.14, -3.32], [0.20, 3.68, -0.95], [1.24, 2.24, -1.21], [-0.54, 2.76, -3.51], [-1.36, 2.27, -1.99], [-1.01, 0.56, -4.45], [-1.86, 0.20, -2.92], [-0.58, -0.83, -3.47], [2.28, -1.13, -1.22], [3.52, -0.74, -1.75], [3.35, 0.10, -2.88], [4.70, 0.58, -3.39], [5.22, -0.37, -4.36], [6.56, -0.05, -4.82], [7.20, -1.21, -5.54], [7.24, -2.39, -4.77], [8.27, -2.37, -3.81], [1.63, -1.54, -2.00], [1.69, -0.34, -0.75], [2.42, -1.87, -0.44], [2.74, 0.98, -2.65], [2.85, -0.42, -3.70], [5.40, 0.78, -2.56], [4.52, 1.53, -3.91], [5.16, -1.33, -4.05], [7.20, 0.21, -3.95], [6.58, 0.87, -5.42], [8.21, -0.94, -5.87], [6.69, -1.44, -6.49], [8.10, -1.59, -3.05], [9.25, -2.26, -4.27], [8.26, -3.29, -3.23], [5.03, 2.75, 6.61], [4.85, 3.62, 5.53], [5.76, 3.38, 4.49], [5.36, 4.24, 3.30], [3.98, 3.94, 2.84], [3.96, 2.97, 1.74], [2.56, 2.49, 1.47], [2.07, 1.84, 2.63], [0.69, 1.55, 2.49], [4.41, 3.05, 7.45], [6.07, 2.73, 6.95], [4.78, 1.72, 6.32], [5.75, 2.34, 4.15], [6.80, 3.60, 4.77], [6.08, 4.22, 2.48], [5.31, 5.28, 3.63], [3.56, 3.47, 3.64], [4.61, 2.10, 1.90], [4.36, 3.48, 0.86], [2.50, 1.84, 0.59], [1.87, 3.31, 1.23], [0.43, 0.93, 1.63], [0.14, 2.50, 2.42], [0.33, 0.99, 3.35], [1.73, -6.43, -0.32], [0.48, -5.88, 0.04], [-0.54, -6.87, 0.14], [-1.68, -6.27, 0.98], [-2.11, -4.96, 0.46], [-3.00, -5.10, -0.69], [-3.16, -3.75, -1.38], [-1.90, -3.24, -1.81], [-1.26, -3.98, -2.82], [2.46, -5.63, -0.30], [1.73, -6.90, -1.31], [2.03, -7.19, 0.41], [-0.20, -7.78, 0.63], [-0.87, -7.06, -0.89], [-1.28, -6.13, 1.99], [-2.48, -7.00, 1.07], [-1.28, -4.52, 0.06], [-3.98, -5.51, -0.44], [-2.60, -5.81, -1.43], [-3.54, -2.97, -0.71], [-3.81, -3.78, -2.26], [-0.40, -3.47, -3.24], [-1.97, -4.10, -3.67], [-0.97, -4.99, -2.52], [-4.89, 0.71, 2.03], [-6.21, 1.07, 2.35], [-6.27, 2.38, 2.87], [-7.70, 2.89, 2.91], [-8.14, 3.46, 1.62], [-9.60, 3.45, 1.48], [-10.21, 2.07, 1.24], [-9.47, 1.43, 0.24], [-10.04, 0.21, -0.19], [-4.11, 0.79, 2.80], [-4.48, 1.44, 1.32], [-4.83, -0.29, 1.62], [-5.63, 3.08, 2.31], [-5.92, 2.33, 3.91], [-7.74, 3.69, 3.65], [-8.37, 2.08, 3.23], [-7.85, 2.78, 0.92], [-9.79, 4.04, 0.57], [-10.09, 4.00, 2.28], [-11.24, 2.18, 0.88], [-10.28, 1.47, 2.16], [-9.29, -0.31, -0.79], [-10.97, 0.33, -0.73], [-10.14, -0.42, 0.70], [-2.64, -1.91, 4.46], [-2.56, -3.11, 3.54], [-3.56, -4.20, 3.94], [-2.91, -2.71, 2.20], [-2.27, -0.99, 3.99], [-2.11, -2.15, 5.38], [-3.66, -1.69, 4.78], [-1.55, -3.53, 3.54], [-3.46, -5.08, 3.30], [-4.59, -3.84, 3.94], [-3.39, -4.57, 4.96], [-2.64, -3.45, 1.61], [-1.48, -0.61, 0.16], [-2.00, -0.21, 1.41], [-0.66, -1.33, 0.26], [-2.26, -1.06, -0.45], [-1.03, 0.23, -0.37], [-2.53, -0.96, 1.73]],
  "mulliken_charge": [-0.7820, -0.1299, -1.1526, 0.1317, -0.5236, 0.2459, -1.0801, 0.0360, -0.7931, 0.3641, 0.3165, 0.1280, 0.3858, 0.4293, 0.4597, -0.0588, 0.3341, 0.4660, -0.2749, 0.4233, 0.4394, 0.3549, 0.3494, 0.0238, -0.3369, -0.4522, 0.2618, -0.6787, -0.3165, -0.3332, -0.7040, -0.3569, -0.6786, 0.1489, -0.0265, 0.4230, -0.3693, 0.4087, 0.3408, 0.2057, 0.3223, 0.2631, 0.2359, 0.4057, 0.3459, 0.2668, 0.2950, 0.2602, -0.7557, -0.3412, -0.5064, -0.8460, -0.3796, -0.7158, 0.4075, -0.3919, -0.6082, 0.2535, 0.3089, 0.3025, 0.3199, 0.5020, 0.3849, 0.3476, 0.2927, 0.2991, 0.4482, -0.3411, 0.2147, 0.1065, 0.3883, 0.2623, -0.8396, -0.2318, -0.7102, -0.9863, -0.0396, -0.7951, -0.7142, 0.0411, -0.7724, 0.2258, 0.3241, 0.3229, 0.5753, 0.2729, 0.3532, 0.4476, 0.2561, 0.5089, 0.3798, 0.0814, 0.4614, 0.2535, 0.3487, 0.1555, -0.6636, -0.3414, -0.7748, -0.3237, -0.4789, -0.8538, -0.4455, -0.3177, -0.7878, 0.2795, 0.3628, 0.2460, 0.3740, 0.4136, 0.3719, 0.2342, 0.3444, 0.3401, 0.3846, 0.4502, 0.3378, 0.2600, 0.2775, 0.3317, -1.4147, 0.8503, -1.3369, -0.2550, 0.1854, 0.4222, 0.3009, 0.2860, 0.2463, 0.3291, 0.4049, 0.1286, 0.0398, -0.3550, 0.0702, 0.1309, -0.0761, 0.1259]
}

=====

[2]
{
  "formula": "C34H88N6O14",
  "method": "wB97M-V/def2-TZVPD",
  "total_energy_ha": -2729.623917,
  "largest_force_ev_per_a": 3.58,
  "total_charge": 2,
  "homo_lumo_gap_ev": 9.9,
  "elements": ["C", "C", "C", "O", "C", "N", "H", "H", "H", "H", "H", "H", "H", "H", "H", "H", "H", "H", "C", "C", "C", "O", "C", "N", "H", "H", "H", "H", "H", "H", "H", "H", "H", "H", "H", "H", "C", "C", "C", "O", "C", "N", "H", "H", "H", "H", "H", "H", "H", "H", "H", "H", "H", "H", "C", "C", "C", "O", "C", "N", "H", "H", "H", "H", "H", "H", "H", "H", "H", "H", "H", "H", "C", "N", "C", "C", "C", "C", "O", "H", "H", "H", "H", "H", "H", "H", "H", "H", "H", "H", "H", "H", "H", "C", "N", "C", "C", "C", "C", "O", "H", "H", "H", "H", "H", "H", "H", "H", "H", "H", "H", "H", "H", "H", "C", "C", "O", "O", "H", "H", "H", "C", "C", "O", "O", "H", "H", "H", "C", "C", "O", "O", "H", "H", "H", "C", "C", "O", "O", "H", "H", "H"],
  "xyz": [[-0.14, 2.42, -3.56], [1.23, 2.96, -3.20], [1.55, 4.41, -3.51], [2.76, 4.75, -2.94], [2.86, 6.08, -2.38], [1.45, 2.77, -1.72], [1.12, 1.88, -1.34], [2.44, 2.87, -1.59], [0.78, 3.48, -1.21], [-0.84, 2.80, -2.87], [-0.23, 1.32, -3.68], [-0.53, 2.83, -4.52], [2.07, 2.32, -3.67], [0.62, 4.92, -3.14], [1.48, 4.55, -4.63], [2.11, 6.13, -1.60], [2.60, 6.76, -3.19], [3.86, 6.29, -2.05], [-2.05, 1.49, 3.03], [-0.73, 1.09, 2.33], [-0.02, -0.02, 3.21], [0.66, 0.71, 4.20], [1.08, 0.04, 5.37], [-0.99, 0.62, 0.93], [-0.13, 0.40, 0.35], [-1.65, -0.20, 0.95], [-1.42, 1.43, 0.41], [-1.87, 1.61, 4.09], [-2.79, 0.65, 2.89], [-2.61, 2.33, 2.59], [-0.04, 1.89, 2.17], [0.67, -0.62, 2.65], [-0.83, -0.67, 3.62], [0.21, -0.20, 6.00], [1.68, 0.77, 5.88], [1.60, -0.92, 5.11], [8.64, 1.16, -0.73], [7.10, 1.17, -0.36], [6.67, 2.46, 0.34], [5.23, 2.61, 0.56], [4.86, 3.26, 1.78], [6.28, 0.91, -1.60], [6.30, 1.72, -2.15], [6.76, 0.28, -2.27], [4.43, 0.53, -1.53], [9.19, 1.79, -0.06], [8.70, 1.65, -1.74], [8.97, 0.11, -0.63], [6.93, 0.32, 0.32], [6.85, 3.33, -0.25], [7.23, 2.48, 1.28], [5.03, 4.30, 1.85], [5.33, 2.67, 2.62], [3.82, 3.03, 1.90], [-0.77, -6.07, 2.11], [-1.70, -4.94, 2.36], [-1.71, -4.58, 3.82], [-2.49, -3.47, 4.11], [-2.16, -2.94, 5.43], [-1.27, -3.73, 1.58], [-1.46, -3.88, 0.58], [-1.66, -2.82, 1.85], [0.24, -3.17, 2.31], [-0.51, -6.19, 1.04], [-1.25, -6.97, 2.43], [0.10, -5.84, 2.69], [-2.72, -5.22, 2.03], [-0.66, -4.33, 4.08], [-2.16, -5.40, 4.42], [-2.20, -3.72, 6.26], [-2.86, -2.15, 5.68], [-1.13, -2.48, 5.34], [-5.39, 0.06, -1.32], [-6.44, 1.14, -1.37], [-6.42, 1.81, -2.73], [-7.79, 0.51, -1.23], [-6.25, 2.22, -0.34], [-4.80, 2.56, -0.03], [-4.23, 3.14, -1.14], [-4.36, 0.38, -1.53], [-5.63, -0.75, -2.08], [-5.46, -0.37, -0.36], [-7.16, 2.56, -2.73], [-6.77, 1.18, -3.52], [-5.41, 2.14, -2.86], [-8.47, 1.30, -1.29], [-7.88, 0.05, -0.26], [-7.80, -0.32, -1.91], [-6.70, 1.80, 0.60], [-6.81, 3.10, -0.71], [-4.32, 1.62, 0.37], [-4.88, 3.19, 0.85], [-3.24, 3.15, -1.06], [0.26, -3.08, -4.23], [0.90, -3.26, -2.86], [0.01, -4.03, -1.92], [2.18, -3.91, -3.06], [1.23, -1.88, -2.30], [0.05, -1.15, -1.72], [-1.02, -1.04, -2.66], [-0.65, -2.51, -4.22], [0.14, -4.08, -4.68], [1.03, -2.53, -4.77], [-0.14, -5.01, -2.48], [-0.94, -3.46, -1.87], [0.50, -4.22, -0.98], [2.78, -3.26, -3.82], [2.07, -4.90, -3.45], [2.88, -3.99, -2.19], [1.56, -1.33, -3.16], [2.12, -1.95, -1.66], [0.54, -0.15, -1.45], [-0.33, -1.65, -0.77], [-1.93, -1.17, -2.14], [-1.90, 5.32, 0.63], [-1.22, 4.26, -0.14], [-0.18, 4.61, -0.76], [-1.70, 3.09, -0.12], [-2.58, 4.85, 1.42], [-2.36, 6.05, -0.01], [-1.06, 5.84, 1.11], [-4.27, -2.94, 0.38], [-3.33, -1.75, 0.23], [-3.23, -0.97, 1.19], [-2.79, -1.61, -0.91], [-4.52, -3.34, -0.61], [-5.23, -2.49, 0.77], [-3.97, -3.67, 1.19], [3.32, -3.88, 1.92], [1.95, -3.29, 1.56], [1.56, -3.04, 0.42], [1.16, -3.23, 2.67], [4.03, -3.79, 1.09], [3.12, -4.92, 2.00], [3.65, -3.39, 2.84], [3.91, -0.21, 0.68], [3.01, 0.42, -0.32], [1.87, 0.69, 0.06], [3.45, 0.54, -1.55], [4.80, -0.67, 0.16], [3.27, -0.78, 1.37], [4.30, 0.55, 1.36]],
  "mulliken_charge": [-0.8948, 0.4368, -0.8461, -0.3309, -0.6666, 1.0321, -0.4519, 0.4709, 0.2836, -0.0047, 0.0895, 0.4498, 0.3331, 0.3537, 0.3344, 0.2688, 0.3295, 0.2356, -1.3702, 0.3278, 0.0641, -0.4488, -0.6863, 2.8960, -0.6021, -0.5497, 0.0338, 0.5252, 0.1899, 0.0437, 0.6797, -0.1402, 0.2009, 0.2945, 0.2740, 0.2229, -1.2957, 0.4207, -0.9870, -0.0202, -0.8570, -0.6789, 0.3119, 0.2535, 0.3962, 0.4054, 0.3559, 0.3506, 0.1467, 0.3480, 0.4221, 0.3362, 0.4059, 0.1520, -1.6090, 0.3374, -0.8475, -0.2826, -0.5739, 0.2053, -0.1699, 0.0751, 0.2315, 0.3230, 0.5047, 0.3210, 0.5513, 0.3159, 0.4016, 0.2874, 0.2828, 0.1397, -1.7252, 0.3403, -1.0071, -0.9844, -0.8354, 0.3400, -0.6157, 0.2294, 0.4281, 0.8795, 0.4610, 0.3684, 0.3714, 0.4625, 0.4018, 0.3554, 0.3846, 0.3526, -0.1216, 0.4370, 0.2625, -0.7856, 0.5126, -0.8384, -0.7431, -1.8712, 1.3326, -0.8494, 0.1798, 0.4000, 0.4342, 0.4135, 0.2092, 0.3849, 0.3662, 0.4253, 0.1488, 0.9290, 0.2703, -0.2561, -0.5267, 0.6891, -1.3088, 0.4452, -0.8082, -0.8992, 0.2316, 0.3135, 0.4427, -1.2170, 0.5795, -0.7146, -0.6510, 0.3693, 0.3412, 0.0188, -1.5918, 0.3764, -0.1232, -0.3562, 0.3236, 0.4889, 0.3463, -0.7655, 0.6734, -0.4238, -0.3423, 0.4192, -0.1644, 0.0480]
}